Entry 1:
{"formula": "C19H24NO5", "method": "ωB97M-V/def2-TZVPD", "elements": ["O", "C", "C", "N", "C", "C", "C", "C", "C", "C", "C", "C", "C", "O", "C", "O", "C", "C", "C", "C", "C", "C", "O", "C", "O", "H", "H", "H", "H", "H", "H", "H", "H", "H", "H", "H", "H", "H", "H", "H", "H", "H", "H", "H", "H", "H", "H", "H", "H"], "coordinates": [[-3.284484, 0.937797, 0.612397], [-3.184905, 1.046437, -0.785418], [-1.699371, 0.926745, -1.197341], [-0.891478, 1.549418, -0.117627], [-0.417082, 2.917983, -0.467304], [-1.570692, 3.831780, -0.784004], [-1.823346, 4.239687, -2.087431], [-2.895339, 5.072669, -2.360422], [-3.722559, 5.497705, -1.334661], [-3.473014, 5.097029, -0.031644], [-2.400271, 4.269113, 0.244283], [0.200274, 0.685541, 0.388151], [-0.319158, -0.358797, 1.402303], [-1.340043, -1.147595, 0.848864], [0.847904, -1.246304, 1.854698], [1.213217, -1.983064, 0.709974], [2.208508, -2.939987, 0.821470], [2.912772, -3.198818, 1.982107], [3.906499, -4.180558, 2.011892], [4.155610, -4.871092, 0.854969], [3.439745, -4.603528, -0.318595], [2.461934, -3.645060, -0.362926], [3.877622, -5.418233, -1.314016], [4.893499, -6.223079, -0.742109], [5.058703, -5.862918, 0.613662], [-3.172512, 0.010582, 0.873325], [-3.779673, 0.289922, -1.301381], [-3.575547, 2.034299, -1.039088], [-1.517093, 1.422606, -2.149021], [-1.428963, -0.125039, -1.279686], [-1.614227, 1.628472, 0.645247], [0.264013, 2.837365, -1.317418], [0.135058, 3.311059, 0.389885], [-1.173358, 3.922798, -2.890289], [-3.081006, 5.390991, -3.374027], [-4.556470, 6.147265, -1.548424], [-4.110392, 5.433527, 0.770515], [-2.204628, 3.969891, 1.264139], [0.941981, 1.306794, 0.891535], [0.683946, 0.176730, -0.448376], [-0.748017, 0.160433, 2.268429], [-0.927138, -1.942097, 0.477502], [1.680282, -0.635408, 2.223565], [0.508737, -1.913078, 2.657608], [2.714356, -2.652129, 2.888780], [4.455651, -4.384804, 2.914353], [1.908141, -3.435446, -1.261195], [5.837243, -6.064547, -1.285500], [4.605072, -7.283055, -0.811750]], "forces_ev_per_angstrom": [[-0.24, -0.17, 0.58], [0.08, 0.17, -0.48], [-0.67, -0.44, -0.50], [-0.26, 0.09, 0.52], [0.03, 0.71, -0.16], [0.06, -0.01, 0.00], [0.06, -0.03, 0.10], [-0.04, 0.00, -0.05], [0.00, -0.01, -0.03], [-0.04, -0.03, 0.07], [0.08, 0.00, -0.11], [0.31, -0.70, 0.45], [0.69, 0.20, -0.05], [-0.34, -0.33, -0.11], [-0.20, 0.17, 0.13], [-0.08, 0.06, -0.05], [0.19, -0.20, 0.02], [-0.35, 0.34, -0.04], [0.25, -0.39, -0.36], [-0.38, 0.29, -0.22], [0.15, 0.06, 0.55], [0.10, -0.11, -0.03], [-0.38, 0.38, -0.01], [0.70, -0.94, -0.57], [-0.03, 0.18, 0.38], [0.00, 0.06, -0.06], [0.08, 0.04, 0.00], [0.04, -0.14, -0.04], [0.10, 0.05, 0.07], [0.09, 0.22, 0.06], [0.44, 0.02, -0.26], [-0.02, -0.10, 0.11], [0.00, -0.20, -0.04], [0.09, -0.05, -0.09], [-0.02, 0.04, -0.10], [-0.09, 0.07, -0.02], [-0.07, 0.04, 0.08], [0.02, -0.03, 0.16], [-0.08, 0.09, -0.07], [-0.08, 0.14, 0.00], [0.13, -0.05, -0.04], [-0.03, 0.02, 0.00], [-0.03, -0.05, 0.00], [0.04, 0.08, -0.06], [-0.06, 0.09, 0.09], [0.08, -0.03, 0.14], [-0.10, 0.04, -0.15], [-0.24, 0.05, 0.15], [-0.01, 0.28, 0.06]], "lowdin_charge": [-0.054, -0.181, -0.070, -0.095, -0.066, -0.242, -0.043, -0.057, -0.058, -0.055, -0.042, -0.053, -0.310, -0.017, -0.145, -0.074, -0.249, -0.025, 0.024, -0.205, -0.197, 0.086, 0.051, -0.138, 0.047, 0.101, 0.139, 0.121, 0.136, 0.128, 0.154, 0.147, 0.143, 0.117, 0.113, 0.113, 0.114, 0.122, 0.143, 0.151, 0.166, 0.121, 0.144, 0.149, 0.105, 0.125, 0.130, 0.144, 0.145], "total_charge": 1, "energy_ev": -31812.978, "smiles": "OCC[N@H+](Cc1ccccc1)C[C@@H](O)COc1ccc2c(c1)OCO2", "homo_energy_ha": -0.375, "max_force_ha_per_bohr": 0.025, "homo_lumo_gap_ev": 7.958}



Entry 2:
{"formula": "C19H24NO6S", "method": "ωB97M-V/def2-TZVPD", "elements": ["C", "C", "O", "O", "C", "C", "C", "C", "C", "N", "C", "C", "C", "C", "C", "C", "C", "C", "C", "C", "C", "C", "H", "H", "H", "H", "H", "H", "H", "H", "H", "H", "H", "H", "H", "H", "H", "H", "H", "H", "H", "H", "H", "H", "H", "H", "O", "S", "O", "O", "O"], "coordinates": [[0.538270, -4.030297, 1.586321], [1.565837, -3.060955, 1.064508], [2.390124, -2.545260, 1.771508], [1.428729, -2.806064, -0.253589], [2.597234, -2.286108, -0.911803], [2.111926, -1.539695, -2.149585], [1.744897, -0.064177, -1.894764], [1.097753, 0.203668, -0.530766], [0.695084, 1.636352, -0.344171], [1.659561, 2.503340, 0.053679], [1.434847, 3.796317, 0.277827], [0.167567, 4.319832, 0.123013], [-0.838269, 3.477437, -0.296168], [-0.581978, 2.118475, -0.534817], [-1.651143, 1.151478, -0.988486], [-2.162175, 0.266922, 0.159465], [-2.691177, -1.094492, -0.234046], [-3.209160, -1.929760, 0.756962], [-3.703658, -3.188433, 0.468155], [-3.694306, -3.668212, -0.836982], [-3.194582, -2.847957, -1.835948], [-2.703859, -1.581038, -1.536041], [0.598114, -4.020288, 2.669992], [-0.452814, -3.647710, 1.332509], [0.694427, -5.023909, 1.175400], [3.151294, -1.585665, -0.292907], [3.219565, -3.124656, -1.221290], [1.313664, -2.082699, -2.653300], [2.967599, -1.528450, -2.830589], [1.013786, 0.218811, -2.658134], [2.607810, 0.581358, -2.067928], [0.220210, -0.432665, -0.440564], [1.744801, -0.076636, 0.304638], [2.595740, 2.154421, 0.213454], [2.274452, 4.432638, 0.609274], [-0.015166, 5.364898, 0.315863], [-1.851102, 3.839973, -0.422258], [-1.240626, 0.572839, -1.813466], [-2.480205, 1.740685, -1.382535], [-1.413317, 0.178789, 0.947842], [-3.001065, 0.795740, 0.620280], [-3.236321, -1.603733, 1.790957], [-4.094289, -3.831373, 1.246454], [-4.078283, -4.642977, -1.104348], [-3.173032, -3.190154, -2.862615], [-2.338965, -0.990946, -2.365648], [2.849856, 5.766037, 2.014587], [2.403979, 5.428323, 3.426333], [1.291771, 4.414280, 3.264679], [1.898155, 6.637514, 4.100012], [3.528443, 4.824178, 4.169036]], "forces_ev_per_angstrom": [[-0.27, 0.72, 0.06], [-0.19, -0.04, 0.70], [0.25, 0.00, -0.37], [0.41, -0.32, 0.21], [-0.63, 0.47, -0.93], [0.82, 0.35, 0.07], [-0.52, -0.20, -0.23], [-0.02, 0.00, 0.07], [-0.05, -0.03, 0.15], [-0.43, 0.03, -0.23], [0.94, 0.85, 0.74], [-0.57, -0.17, -0.30], [0.15, -0.16, 0.13], [0.16, -0.31, -0.07], [0.09, 0.44, 0.23], [-0.50, 0.14, -0.22], [0.07, -0.24, -0.03], [-0.06, -0.09, 0.29], [-0.05, -0.39, -0.22], [0.11, 0.35, -0.29], [0.01, -0.04, 0.12], [0.03, -0.02, -0.18], [0.19, -0.24, 0.02], [-0.05, -0.27, -0.28], [-0.11, -0.03, -0.04], [0.10, -0.33, 0.34], [0.09, -0.07, 0.26], [-0.10, -0.06, 0.17], [-0.12, -0.09, -0.18], [0.07, 0.16, -0.03], [0.09, -0.02, 0.22], [-0.02, -0.02, 0.03], [0.12, -0.01, -0.07], [0.00, 0.05, 0.16], [-0.11, 0.11, 0.54], [0.22, 0.02, 0.21], [0.00, 0.07, -0.02], [-0.08, -0.12, 0.00], [-0.04, -0.13, -0.16], [0.07, -0.12, -0.05], [0.10, 0.06, 0.16], [0.08, 0.15, -0.03], [0.01, 0.15, 0.15], [-0.02, -0.07, 0.20], [-0.03, -0.01, -0.02], [0.04, 0.11, 0.08], [0.00, -0.12, -0.21], [-0.14, -0.35, -0.56], [-0.01, -0.08, -0.30], [0.00, -0.10, -0.15], [-0.09, 0.01, -0.11]], "lowdin_charge": [0.030, -0.537, 0.115, -0.017, -0.170, -0.159, -0.162, -0.116, -0.160, 0.173, -0.003, 0.010, 0.029, -0.151, -0.141, -0.130, -0.216, -0.054, -0.094, -0.098, -0.088, -0.045, 0.088, 0.078, 0.089, 0.121, 0.130, 0.115, 0.112, 0.112, 0.116, 0.106, 0.128, 0.187, 0.110, 0.134, 0.123, 0.090, 0.123, 0.127, 0.130, 0.118, 0.101, 0.098, 0.099, 0.099, -0.520, 0.194, -0.499, -0.460, -0.468], "total_charge": -1, "energy_ev": -44702.729, "homo_energy_ha": -0.094, "max_force_ha_per_bohr": 0.029, "homo_lumo_gap_ev": 4.296}



Entry 3:
{"formula": "C19H24O6S", "method": "ωB97M-V/def2-TZVPD", "elements": ["C", "C", "O", "C", "C", "S", "C", "C", "O", "H", "H", "H", "H", "H", "H", "H", "H", "H", "H", "H", "H", "C", "C", "C", "O", "C", "O", "C", "C", "C", "C", "C", "C", "C", "C", "C", "O", "O", "H", "H", "H", "H", "H", "H", "H", "H", "H", "H", "H", "H"], "coordinates": [[-3.976441, -1.405685, 3.120386], [-2.652389, -1.001878, 3.728178], [-1.786811, -0.967503, 2.534953], [-0.587494, -0.390570, 2.650431], [0.231880, -0.465598, 1.322625], [1.931843, 0.004952, 2.156579], [2.326957, -1.142479, 3.589511], [3.101491, -0.771825, 1.033649], [-0.176044, 0.024938, 3.726128], [-4.753028, -1.512001, 3.877467], [-4.309099, -0.635367, 2.411780], [-3.923030, -2.368190, 2.591246], [-2.649487, 0.010332, 4.154379], [-2.261751, -1.749881, 4.437853], [0.466492, -1.512823, 1.196721], [1.719866, -0.913272, 4.466212], [2.274000, -2.215851, 3.371413], [3.362502, -0.889906, 3.830657], [3.149486, -0.141745, 0.140397], [4.040939, -0.721894, 1.595606], [2.812711, -1.809138, 0.816255], [1.294397, 2.899490, -3.232935], [2.388239, 1.997772, -2.686835], [3.710360, 2.282965, -3.378388], [2.613821, 2.225255, -1.269699], [1.605968, 1.787385, -0.423528], [1.512167, 2.321554, 0.669920], [0.768482, 0.722019, -0.871725], [-0.241089, 0.168714, 0.100324], [-1.479064, -0.337421, -0.837927], [-1.782885, 0.030871, -2.185159], [-2.894645, -0.536481, -2.853760], [-3.743033, -1.418091, -2.219548], [-3.457223, -1.798380, -0.907970], [-2.288202, -1.289850, -0.278449], [1.179033, 0.001095, -2.057124], [0.860070, -1.143154, -2.376842], [2.109288, 0.603110, -2.904786], [0.329879, 2.732609, -2.744597], [1.590821, 3.945110, -3.093978], [1.189344, 2.720800, -4.308102], [4.484189, 1.632379, -2.980198], [3.609763, 2.096969, -4.442758], [3.996117, 3.318441, -3.220938], [-0.634464, 1.019689, 0.682263], [-1.198919, 0.763604, -2.753327], [-3.139333, -0.261481, -3.896202], [-4.634337, -1.843797, -2.673166], [-4.073152, -2.445081, -0.309364], [-2.018192, -1.620720, 0.702392]], "forces_ev_per_angstrom": [[-0.56, 0.05, 0.03], [0.16, -0.09, -0.82], [0.83, 0.50, 0.63], [-0.85, -0.36, 0.86], [1.60, -3.30, 3.49], [0.13, -0.04, 0.02], [-0.37, 0.01, -0.21], [0.04, 0.34, -0.01], [-0.29, -0.06, -1.61], [0.05, 0.07, 0.13], [0.11, -0.25, 0.13], [0.20, 0.32, 0.15], [-0.06, -0.45, 0.07], [-0.02, 0.45, -0.25], [-0.22, -0.83, -0.10], [-0.03, 0.13, -0.45], [-0.14, 0.32, -0.31], [-0.05, 0.08, -0.27], [0.05, -0.34, 0.08], [-0.06, -0.13, -0.37], [0.10, 0.39, -0.03], [-0.17, 0.11, -0.01], [0.37, -0.51, 0.55], [-0.17, -0.17, 0.23], [-0.48, -0.05, -0.60], [-0.76, -0.31, -0.97], [0.32, 0.15, 0.67], [1.83, 0.12, -0.40], [-1.92, 3.55, -2.80], [0.77, -0.60, 0.34], [-0.21, 0.16, 0.21], [0.69, 0.88, -0.14], [-0.38, -0.83, 1.38], [1.49, 0.88, 0.14], [-1.39, -0.68, -0.39], [0.09, -1.21, 0.15], [0.12, 0.98, 0.43], [-0.36, 0.83, 0.55], [0.18, -0.01, -0.03], [-0.08, -0.19, 0.05], [-0.01, -0.05, 0.18], [0.03, -0.05, 0.05], [-0.03, -0.03, -0.12], [0.01, 0.11, 0.04], [-0.47, 0.92, -1.39], [-0.07, -0.37, 0.46], [0.47, 0.01, 0.71], [0.20, 0.25, -0.26], [-0.31, -0.34, -0.21], [-0.37, -0.35, 0.00]], "lowdin_charge": [-0.070, -0.160, -0.048, -0.462, -0.228, 1.165, -0.208, -0.229, 0.043, 0.079, 0.091, 0.085, 0.131, 0.134, 0.130, 0.049, 0.071, 0.057, 0.059, 0.062, 0.082, 0.014, -0.537, 0.007, 0.049, -0.517, 0.015, -0.116, -0.179, -0.096, -0.011, -0.081, -0.109, -0.064, -0.052, -0.456, 0.060, 0.054, 0.084, 0.097, 0.098, 0.091, 0.091, 0.091, 0.154, 0.107, 0.111, 0.100, 0.087, 0.077], "total_charge": 0, "energy_ev": -43210.040, "homo_energy_ha": -0.271, "max_force_ha_per_bohr": 0.098, "homo_lumo_gap_ev": 7.387}



Entry 4:
{"formula": "C19H25AgF6N4O5S2", "method": "ωB97M-V/def2-TZVPD", "elements": ["Ag", "C", "C", "C", "C", "C", "C", "C", "C", "C", "C", "C", "C", "H", "H", "H", "H", "H", "H", "H", "H", "H", "H", "H", "H", "H", "H", "H", "H", "H", "H", "F", "C", "F", "F", "S", "O", "O", "N", "S", "O", "O", "C", "F", "F", "F", "C", "N", "C", "C", "C", "N", "C", "O", "N", "H", "H", "H", "H", "H", "H", "H"], "coordinates": [[0.770914, -0.489798, -0.646120], [3.056732, -2.400220, 1.003449], [1.936677, -1.600229, 1.629681], [0.653039, -2.156420, 1.735123], [0.421422, -3.595725, 1.347522], [-0.415291, -1.375235, 2.205340], [-1.778327, -2.010754, 2.292301], [-0.196739, -0.042933, 2.565543], [-1.337391, 0.842713, 3.003913], [1.103327, 0.488058, 2.543417], [1.320047, 1.912516, 2.986315], [2.174701, -0.291550, 2.094018], [3.591117, 0.221897, 2.169668], [3.627893, -2.967158, 1.745086], [3.756921, -1.752535, 0.478870], [2.673445, -3.115503, 0.277969], [-0.377231, -4.041348, 1.936196], [1.311956, -4.200042, 1.508818], [0.139158, -3.682105, 0.294480], [-2.070087, -2.444411, 1.333007], [-2.552201, -1.312094, 2.591395], [-1.784709, -2.822868, 3.023243], [-1.524166, 0.762079, 4.078903], [-2.264760, 0.600733, 2.490946], [-1.127805, 1.889922, 2.796801], [2.371019, 2.165686, 3.078273], [0.845372, 2.113583, 3.947799], [0.892856, 2.605517, 2.257310], [3.832853, 0.878283, 1.333398], [4.307735, -0.595692, 2.169122], [3.756153, 0.777176, 3.091451], [4.038283, 3.701008, -1.555623], [2.915968, 3.658241, -0.853599], [3.220911, 3.627025, 0.445105], [2.196616, 4.745621, -1.099510], [1.937425, 2.148816, -1.251334], [0.743096, 2.247997, -0.442531], [2.791081, 1.034686, -0.923638], [1.753517, 2.343071, -2.777779], [0.566934, 1.745848, -3.613325], [-0.006888, 0.560384, -3.030432], [0.904213, 1.750187, -4.994723], [-0.800093, 3.031977, -3.465540], [-0.583967, 3.864383, -2.447890], [-0.889389, 3.748312, -4.579830], [-1.982637, 2.433622, -3.267245], [-2.851632, -3.103395, -3.121809], [-2.827025, -1.912432, -2.283036], [-3.803147, -0.973824, -2.330790], [-3.708825, 0.188836, -1.649153], [-2.515007, 0.388894, -0.888211], [-1.606970, -0.562042, -0.781258], [-1.684918, -1.690764, -1.521416], [-0.757592, -2.498105, -1.560044], [-2.286073, 1.548359, -0.251199], [-3.816156, -3.160869, -3.620300], [-2.699220, -3.988073, -2.508258], [-2.053203, -3.051030, -3.859796], [-4.648995, -1.209638, -2.961632], [-4.479799, 0.939762, -1.714826], [-2.847535, 2.346922, -0.490534], [-1.333599, 1.734680, 0.036918]], "forces_ev_per_angstrom": [[-0.06, -0.25, 0.31], [0.08, -0.06, 0.02], [-0.11, 0.18, -0.22], [-0.02, 0.06, -0.04], [0.01, -0.08, -0.01], [0.09, -0.02, 0.01], [-0.07, -0.04, -0.01], [0.04, -0.03, 0.02], [-0.05, 0.04, 0.03], [0.03, -0.07, -0.03], [0.00, 0.08, -0.02], [-0.05, -0.12, 0.15], [0.06, -0.01, 0.00], [-0.01, 0.01, 0.02], [-0.01, 0.01, 0.00], [0.00, 0.02, 0.00], [-0.01, 0.01, 0.01], [0.00, 0.00, 0.01], [0.00, 0.00, 0.04], [0.01, 0.00, 0.01], [0.00, 0.02, 0.00], [0.01, 0.01, 0.01], [0.01, -0.02, 0.00], [0.00, 0.00, -0.01], [0.00, 0.00, 0.00], [-0.01, 0.00, -0.02], [-0.01, -0.02, 0.01], [0.00, 0.02, 0.00], [0.01, 0.03, -0.02], [0.00, 0.00, -0.02], [-0.01, 0.00, 0.00], [0.02, 0.00, -0.04], [-0.03, -0.12, 0.02], [-0.02, -0.02, 0.04], [-0.01, 0.05, -0.02], [0.00, 0.24, 0.11], [-0.27, 0.13, 0.11], [0.24, -0.40, 0.09], [0.03, 0.28, -0.22], [-0.14, 0.23, -0.23], [-0.05, -0.19, 0.25], [-0.01, -0.05, -0.14], [0.05, 0.03, -0.08], [-0.03, -0.01, 0.06], [0.07, 0.00, 0.00], [0.01, -0.06, 0.01], [-0.02, -0.04, 0.01], [-0.07, 0.04, 0.05], [0.02, 0.10, 0.06], [-0.01, -0.12, -0.04], [-0.03, -0.01, -0.04], [0.20, 0.41, 0.00], [0.28, -0.30, -0.18], [-0.16, 0.01, -0.04], [0.00, 0.02, -0.01], [0.00, 0.01, 0.00], [0.01, 0.00, -0.01], [0.00, -0.02, 0.00], [-0.01, 0.02, 0.00], [0.00, 0.01, 0.00], [0.00, 0.00, 0.01], [0.01, 0.00, 0.00]], "lowdin_charge": [0.842, -0.053, -0.221, -0.213, -0.040, -0.203, -0.040, -0.192, -0.050, -0.190, -0.038, -0.196, -0.037, 0.095, 0.076, 0.074, 0.071, 0.076, 0.072, 0.076, 0.062, 0.087, 0.096, 0.056, 0.066, 0.063, 0.087, 0.076, 0.074, 0.073, 0.078, 0.159, -0.685, 0.139, 0.153, 0.566, -0.326, -0.308, -0.288, 0.595, -0.324, -0.254, -0.647, 0.125, 0.145, 0.115, -0.002, -0.036, -0.032, 0.004, -0.374, 0.137, -0.534, 0.012, 0.199, 0.090, 0.098, 0.104, 0.133, 0.113, 0.117, 0.077], "total_charge": 0, "energy_ev": -78282.770, "homo_energy_ha": -0.310, "max_force_ha_per_bohr": 0.009, "homo_lumo_gap_ev": 8.730}